(1)
Below is a molecular structure, C50H59GeIN2O2P2Pd at a distorted geometry, with properties calculated with ωB97M-V/def2-TZVPD.

```
118
Properties=species:S:1:pos:R:3:lowdin_charge:R:1
Pd 11.506 12.799 14.923 0.478
C 10.747 9.474 17.078 -0.125
C 9.589 9.774 16.152 -0.564
C 9.761 8.987 14.865 -0.112
P 9.504 11.537 15.716 1.067
C 7.935 11.606 14.694 -0.508
C 7.644 13.052 14.380 -0.133
C 6.705 10.751 15.114 -0.085
C 9.112 12.473 17.280 -0.232
C 7.822 12.794 17.717 -0.082
C 7.576 13.677 18.752 -0.080
C 8.625 14.328 19.382 -0.067
C 9.912 14.046 18.974 -0.023
C 10.189 13.096 17.971 -0.301
N 11.452 12.926 17.470 0.067
C 12.567 13.255 18.153 -0.316
C 12.713 13.096 19.546 -0.028
C 13.827 13.544 20.203 -0.077
C 14.770 14.310 19.543 -0.073
C 14.673 14.433 18.175 -0.070
C 13.598 13.878 17.430 -0.246
P 13.432 14.121 15.609 1.010
C 15.151 13.819 15.035 -0.519
C 16.470 14.381 15.557 -0.114
C 15.033 14.004 13.483 -0.126
C 13.021 15.888 15.775 -0.523
C 12.874 16.627 14.434 -0.120
C 11.684 15.960 16.546 -0.112
H 10.735 8.421 17.305 0.073
H 10.727 10.049 18.017 0.069
H 11.703 9.739 16.617 0.069
H 8.680 9.531 16.701 0.104
H 10.419 9.542 14.234 0.038
H 8.816 8.876 14.329 0.074
H 10.233 7.997 15.080 0.093
H 8.338 11.116 13.804 0.068
H 7.045 13.521 15.159 0.057
H 7.073 13.232 13.465 0.089
H 8.558 13.657 14.303 0.043
H 6.143 11.285 15.881 0.052
H 6.921 9.753 15.428 0.048
H 5.967 10.672 14.296 0.086
H 6.950 12.386 17.215 0.085
H 6.590 13.796 19.119 0.098
H 8.477 15.088 20.128 0.106
H 10.781 14.526 19.417 0.110
H 11.960 12.577 20.107 0.115
H 14.010 13.407 21.276 0.116
H 15.566 14.779 20.058 0.097
H 15.456 15.013 17.687 0.085
H 15.214 12.733 15.145 0.098
H 16.438 15.425 15.825 0.064
H 17.262 14.277 14.801 0.083
H 16.810 13.861 16.446 0.066
H 15.096 15.094 13.230 0.082
H 14.108 13.517 13.100 0.061
H 15.858 13.551 13.013 0.049
H 13.857 16.331 16.362 0.111
H 12.280 16.053 13.702 0.053
H 13.812 16.870 13.959 0.054
H 12.400 17.600 14.645 0.078
H 11.147 15.022 16.509 0.024
H 11.065 16.776 16.090 0.081
H 11.837 16.235 17.565 0.070
I 9.560 16.783 11.922 0.888
C 8.630 17.053 13.763 -0.821
C 7.797 18.156 13.943 -0.140
C 7.162 18.249 15.154 -0.068
C 7.315 17.211 16.105 -0.052
C 8.144 16.154 15.766 -0.141
N 8.827 16.085 14.601 0.015
H 7.708 18.831 13.105 0.085
H 6.527 19.098 15.400 0.109
H 6.797 17.244 17.081 0.112
H 8.242 15.314 16.476 0.098
O 9.970 11.052 12.309 -0.020
C 10.636 12.044 12.029 -0.639
O 11.309 12.837 12.838 -0.246
C 10.791 12.448 10.545 -0.161
C 11.834 11.573 9.787 -0.242
Ge 11.690 9.570 9.977 1.038
C 9.876 8.983 9.693 -0.272
C 9.133 8.727 10.836 -0.110
C 7.768 8.373 10.745 -0.052
C 7.175 8.311 9.477 -0.104
C 7.884 8.628 8.358 -0.103
C 9.214 8.990 8.467 -0.112
C 12.322 8.886 11.679 -0.286
C 12.063 7.556 11.983 -0.104
C 12.468 7.037 13.218 -0.086
C 13.130 7.868 14.152 -0.095
C 13.460 9.184 13.779 -0.098
C 12.964 9.681 12.604 -0.125
C 12.885 8.700 8.609 -0.239
C 12.374 7.891 7.575 -0.106
C 13.200 7.241 6.666 -0.096
C 14.559 7.426 6.767 -0.111
C 15.097 8.178 7.800 -0.099
C 14.272 8.789 8.724 -0.120
H 11.108 13.498 10.524 0.096
H 9.797 12.269 10.105 0.114
H 12.891 11.832 9.973 0.061
H 11.748 11.804 8.689 0.075
H 9.574 8.797 11.815 0.067
H 7.197 8.107 11.624 0.094
H 6.151 8.023 9.362 0.092
H 7.486 8.555 7.352 0.104
H 9.832 9.166 7.621 0.079
H 11.522 6.982 11.229 0.107
H 12.224 6.019 13.505 0.096
H 13.497 7.445 15.129 0.114
H 14.004 9.808 14.479 0.094
H 13.159 10.716 12.362 0.093
H 11.301 7.772 7.524 0.070
H 12.786 6.560 5.888 0.115
H 15.245 6.885 6.153 0.092
H 16.171 8.346 7.912 0.104
H 14.662 9.355 9.564 0.097
```

Values from the calculation:
Total charge: 0
LUMO energy (spin up / spin down), eV: 0.46 / -2.11
<S²>: 2.0478
Spin multiplicity: 3
Max |F|, Eh/bohr: 0.03763
ΔE to the lowest compared entry with this formula, charge and spin, kJ/mol: 0.0
Electronic energy, eV: -146556.056
Highest occupied orbital energy (spin up / spin down), hartree: -0.251 / -0.293

(2)
Below is 12 unconnected molecules or ions with the total composition C36H78F5O43P7 at a distorted geometry, with properties calculated with ωB97M-V/def2-TZVPD.

```
169
Properties=species:S:1:pos:R:3:lowdin_charge:R:1
O 13.112 -0.801 5.259 0.110
C 12.889 -0.154 4.200 -0.500
O 11.608 -0.025 3.713 0.037
C 11.637 1.098 2.805 -0.037
C 13.032 0.804 2.146 -0.270
F 13.563 1.898 1.514 0.069
O 13.690 0.373 3.309 0.141
H 10.959 0.919 1.970 0.133
H 11.509 2.021 3.371 0.144
H 12.910 -0.004 1.424 0.173
O -2.009 -2.270 14.728 0.167
C -1.884 -2.832 13.668 -0.507
O -0.736 -3.467 13.265 0.053
C -0.932 -4.059 11.971 -0.039
C -2.382 -3.631 11.618 -0.358
F -3.187 -4.695 11.573 0.099
O -2.702 -2.751 12.605 0.150
H -0.315 -3.788 11.114 0.129
H -0.675 -5.069 12.292 0.140
H -2.304 -3.083 10.679 0.166
O -6.739 2.646 -4.136 0.123
C -7.128 3.769 -4.506 -0.462
O -7.249 4.182 -5.803 0.053
C -7.608 5.613 -5.853 -0.020
C -7.985 5.848 -4.393 -0.350
F -9.283 5.572 -4.342 0.094
O -7.226 4.889 -3.706 0.116
H -6.658 6.052 -6.155 0.136
H -8.426 5.940 -6.495 0.139
H -7.800 6.852 -4.011 0.171
O 10.561 -6.278 2.099 0.125
C 9.433 -6.380 2.622 -0.521
O 9.000 -7.389 3.251 0.121
C 7.576 -7.267 3.344 -0.032
C 7.479 -5.818 3.620 -0.445
F 7.813 -5.415 4.806 0.147
O 8.448 -5.400 2.767 0.122
H 7.044 -7.321 2.394 0.153
H 7.277 -7.876 4.197 0.156
H 6.500 -5.444 3.319 0.175
O -10.507 -3.070 7.323 0.184
C -9.845 -2.085 7.432 -0.528
O -10.101 -0.884 6.823 0.088
C -9.088 -0.009 7.272 -0.083
C -8.476 -0.665 8.529 -0.349
F -8.989 -0.160 9.642 0.096
O -8.777 -1.996 8.247 0.149
H -8.253 0.012 6.571 0.135
H -9.364 1.002 7.571 0.142
H -7.445 -0.311 8.524 0.168
C -15.530 4.996 0.874 -0.101
O -14.470 4.427 0.059 -0.248
P -13.997 2.868 0.522 0.531
O -13.287 2.072 -0.522 -0.255
O -13.044 2.986 1.836 -0.219
C -11.827 3.576 1.786 -0.174
O -15.395 2.226 1.091 -0.252
C -15.959 0.909 0.697 -0.055
H -16.457 4.428 0.796 0.080
H -15.627 6.065 0.683 0.091
H -15.111 4.814 1.864 0.075
H -10.987 2.884 1.829 0.097
H -11.825 4.181 2.693 0.089
H -11.630 4.366 1.061 0.094
H -16.873 1.030 0.115 0.086
H -16.164 0.263 1.550 0.082
H -15.283 0.265 0.136 0.079
C 2.070 4.364 10.010 -0.047
O 3.000 5.552 9.801 -0.250
P 2.411 6.972 9.205 0.505
O 3.267 8.082 8.829 -0.219
O 1.483 6.379 7.972 -0.273
C 2.026 5.713 6.755 -0.067
O 1.279 7.363 10.410 -0.244
C 0.098 8.078 10.156 -0.145
H 2.167 4.042 11.047 0.084
H 2.367 3.533 9.372 0.078
H 1.018 4.516 9.765 0.079
H 3.113 5.691 6.674 0.082
H 1.731 6.233 5.843 0.083
H 1.808 4.647 6.695 0.079
H -0.113 8.799 10.946 0.085
H -0.787 7.458 10.005 0.086
H 0.243 8.716 9.285 0.083
C 0.698 -2.456 -7.283 -0.128
O 0.388 -1.286 -7.992 -0.247
P 0.824 0.241 -7.412 0.430
O 2.057 0.290 -6.706 -0.202
O 0.647 1.212 -8.690 -0.201
C -0.363 1.149 -9.667 -0.121
O -0.354 0.670 -6.414 -0.230
C -0.150 1.805 -5.533 -0.090
H 0.054 -3.210 -7.735 0.090
H 0.476 -2.433 -6.216 0.089
H 1.756 -2.649 -7.459 0.091
H -1.224 1.807 -9.543 0.085
H -0.754 0.164 -9.923 0.090
H 0.064 1.640 -10.540 0.087
H -0.740 2.642 -5.907 0.078
H 0.824 2.265 -5.365 0.090
H -0.695 1.508 -4.637 0.087
C -5.310 -7.588 -6.207 -0.166
O -6.247 -7.183 -7.157 -0.222
P -5.666 -6.898 -8.715 0.512
O -4.643 -7.883 -9.185 -0.245
O -7.030 -6.748 -9.542 -0.196
C -7.023 -6.963 -10.933 -0.122
O -5.031 -5.418 -8.638 -0.208
C -5.528 -4.399 -7.876 -0.149
H -4.509 -6.868 -6.037 0.081
H -4.739 -8.508 -6.331 0.090
H -5.657 -7.596 -5.174 0.088
H -7.825 -7.654 -11.194 0.088
H -6.140 -7.432 -11.368 0.088
H -7.286 -6.090 -11.530 0.089
H -5.699 -3.522 -8.501 0.091
H -4.817 -3.998 -7.155 0.091
H -6.445 -4.723 -7.383 0.091
C 6.389 10.481 -2.684 -0.030
O 7.135 9.174 -2.878 -0.266
P 7.329 8.137 -1.623 0.504
O 6.382 8.434 -0.495 -0.262
O 6.930 6.646 -2.273 -0.198
C 7.559 6.372 -3.422 -0.216
O 8.890 7.968 -1.374 -0.220
C 9.764 9.041 -1.429 -0.105
H 5.750 10.450 -1.802 0.074
H 5.921 10.698 -3.644 0.088
H 7.118 11.233 -2.382 0.074
H 7.576 7.164 -4.171 0.090
H 7.150 5.484 -3.904 0.091
H 8.524 5.940 -3.157 0.088
H 10.228 8.849 -0.461 0.100
H 9.265 10.009 -1.464 0.088
H 10.495 8.869 -2.219 0.099
C -0.052 -2.437 0.189 -0.130
O -0.130 -2.181 1.538 -0.224
P 0.574 -0.955 2.303 0.496
O 0.391 -1.135 3.764 -0.237
O 2.020 -0.950 1.634 -0.199
C 2.614 0.067 0.877 -0.112
O -0.174 0.403 1.621 -0.248
C -1.491 0.703 1.832 -0.163
H -0.024 -1.497 -0.362 0.090
H -0.869 -3.097 -0.103 0.096
H 0.869 -2.981 -0.019 0.090
H 1.890 0.659 0.317 0.079
H 3.360 -0.311 0.178 0.098
H 2.982 0.874 1.510 0.093
H -2.117 -0.120 2.180 0.092
H -1.900 1.173 0.938 0.093
H -1.601 1.425 2.641 0.087
C 9.439 -8.013 -8.182 -0.136
O 9.518 -8.551 -6.893 -0.237
P 8.358 -8.236 -5.733 0.487
O 7.122 -8.955 -6.000 -0.230
O 8.970 -8.552 -4.259 -0.239
C 8.856 -9.943 -3.792 -0.071
O 8.106 -6.593 -5.713 -0.215
C 8.977 -5.859 -4.886 -0.150
H 8.550 -7.418 -8.387 0.089
H 9.395 -8.862 -8.864 0.089
H 10.347 -7.452 -8.402 0.088
H 8.116 -9.978 -2.992 0.088
H 9.795 -10.173 -3.289 0.083
H 8.698 -10.716 -4.543 0.090
H 8.978 -4.807 -5.170 0.087
H 9.980 -6.237 -4.686 0.092
H 8.453 -5.718 -3.941 0.085
```

Values from the calculation:
Total charge: 0
LUMO energy, eV: 0.16
Structure (SMILES): O=C1OC[C@@H](F)O1.O=C1OC[C@@H](F)O1.O=C1OC[C@@H](F)O1.O=C1OC[C@@H](F)O1.O=C1OC[C@@H](F)O1.COP(=O)(OC)OC.COP(=O)(OC)OC.COP(=O)(OC)OC.COP(=O)(OC)OC.COP(=O)(OC)OC.COP(=O)(OC)OC.COP(=O)(OC)OC
Max |F|, Eh/bohr: 0.11106
ΔE to the lowest compared entry with this formula, charge and spin, kJ/mol: 1116.0
Electronic energy, eV: -205255.222
Highest occupied orbital energy, hartree: -0.383

(3)
Below is a single C5H9NO molecule at a distorted geometry, with properties calculated with ωB97M-V/def2-TZVPD.

```
16
Properties=species:S:1:pos:R:3:lowdin_charge:R:1
O -2.934 0.164 -0.382 0.007
C -1.728 -0.082 0.308 -0.204
C -0.332 0.617 -0.221 -0.187
C 1.002 1.275 0.150 -0.181
N 1.925 0.069 -0.138 -0.074
C 1.081 -1.151 -0.188 -0.265
C -0.331 -0.862 0.429 -0.104
H -3.370 -0.668 -0.335 0.074
H -1.866 0.312 1.261 0.099
H -0.452 0.600 -1.381 0.155
H 1.169 2.295 -0.358 0.117
H 1.049 1.753 1.172 0.105
H 2.632 -0.119 -0.970 0.154
H 0.709 -1.498 -1.099 0.066
H 1.641 -2.071 0.264 0.131
H -0.195 -0.634 1.487 0.108
```

Values from the calculation:
Total charge: 0
LUMO energy, eV: 0.83
Structure (SMILES): OC1[C@H]2CNC[C@H]12
Max |F|, Eh/bohr: 0.09535
ΔE to the lowest compared entry with this formula, charge and spin, kJ/mol: 684.2
Electronic energy, eV: -8862.121
Highest occupied orbital energy, hartree: -0.310